Density functional theory data (ωB97M-V/def2-TZVPD) for a structure of composition C21H53N3NaO7 at a distorted geometry.

The value obtained for the HOMO-LUMO gap is 9.26 eV. Its net charge is +1. The calculation puts the energy relative to the best compared isomer or geometry (same formula, charge and spin) at 1.166 eV. The LUMO energy comes out at -2.0 eV. As for the HOMO energy: -11.3 eV.

CARTESIAN COORDINATES (ANGSTROEM)
Na 0.984 0.763 0.223
C -5.698 0.434 5.479
O -4.527 1.163 5.306
C -3.981 1.181 3.986
C -3.454 2.574 3.630
N -3.198 2.850 2.188
C -1.854 3.111 1.858
C -1.040 1.847 1.714
O -1.070 1.203 0.437
C -2.370 0.999 -0.109
H -5.822 0.213 6.572
H -5.714 -0.543 4.947
H -6.586 0.953 5.126
H -4.687 0.871 3.258
H -3.222 0.433 3.996
H -2.593 2.838 4.286
H -4.212 3.280 3.875
H -3.765 3.630 1.838
H -1.383 3.815 2.578
H -1.865 3.646 0.875
H -1.268 1.181 2.505
H 0.041 2.162 1.961
H -2.361 0.292 -0.948
H -2.903 1.916 -0.432
H -2.990 0.461 0.636
C -2.211 2.189 -4.656
O -1.487 1.362 -3.817
C -0.361 1.986 -3.309
C 0.482 0.818 -2.844
N 1.455 1.413 -1.973
C 2.560 0.537 -1.634
C 3.496 1.397 -0.733
O 2.768 1.956 0.330
C 3.570 2.392 1.353
H -3.224 1.849 -4.655
H -1.746 2.166 -5.632
H -2.275 3.252 -4.350
H -0.705 2.448 -2.416
H 0.086 2.715 -3.960
H 0.815 0.181 -3.700
H -0.171 0.160 -2.235
H 1.854 2.145 -2.561
H 3.038 0.266 -2.521
H 2.177 -0.333 -1.121
H 4.003 2.192 -1.238
H 4.344 0.881 -0.374
H 2.993 2.857 2.081
H 4.331 3.160 1.074
H 4.104 1.680 1.868
C 1.504 -2.557 1.193
O 0.999 -1.542 0.308
C 0.209 -2.154 -0.694
C 1.106 -2.442 -1.929
N 0.766 -3.712 -2.519
C 1.760 -4.143 -3.507
C 1.186 -4.712 -4.776
O 0.157 -3.940 -5.257
C -0.309 -4.543 -6.424
H 2.050 -2.108 2.044
H 2.199 -3.196 0.735
H 0.729 -3.241 1.440
H -0.562 -1.565 -1.029
H -0.388 -3.028 -0.373
H 2.025 -2.549 -1.480
H 1.279 -1.674 -2.670
H -0.073 -3.641 -3.074
H 2.460 -4.869 -3.088
H 2.326 -3.248 -3.894
H 0.720 -5.682 -4.505
H 1.934 -4.735 -5.546
H -1.131 -3.904 -6.758
H -0.616 -5.563 -6.435
H 0.455 -4.504 -7.208
C 2.206 -1.024 4.400
C 1.631 0.145 3.555
C 2.011 1.517 4.094
O 2.000 0.098 2.198
H 3.205 -1.244 3.994
H 1.622 -1.906 4.324
H 2.342 -0.689 5.405
H 0.593 0.124 3.706
H 2.972 1.868 3.923
H 1.953 1.429 5.201
H 1.433 2.327 3.717
H 2.875 -0.318 2.156

---

Density functional theory data (ωB97M-V/def2-TZVPD) for a cluster of 5 separate species, C21H54BIN4O8 in total at a distorted geometry.

The value obtained for the HOMO-LUMO gap is 9.19 eV. As for the SMILES: CC[C@H](I)OC(=O)OB(C)O.COC[C@@H](C)N.COC[C@@H](C)N.COC[C@@H](C)N.COC[C@@H](C)N. The LUMO energy comes out at 0.2 eV. As for the HOMO energy: -9.0 eV.

CARTESIAN COORDINATES (ANGSTROEM)
C 1.485 7.006 -1.193
C 1.472 5.707 -0.372
C 1.325 4.404 -1.183
I 0.532 4.650 -3.215
O 0.701 3.358 -0.468
C -0.530 3.569 0.066
O -0.643 3.478 1.204
O -1.627 3.785 -0.708
B -2.233 5.045 -0.529
C -2.673 5.875 -1.817
O -2.434 5.593 0.685
H 0.489 7.261 -1.536
H 1.790 7.803 -0.512
H 2.221 6.978 -1.990
H 2.423 5.640 0.152
H 0.708 5.839 0.397
H 2.320 4.041 -1.386
H -2.712 5.208 -2.674
H -1.868 6.583 -2.017
H -3.600 6.426 -1.664
H -2.870 6.448 0.605
C -3.360 1.586 0.695
O -4.423 1.008 1.435
C -4.220 -0.342 1.797
C -3.267 -0.560 2.983
C -1.793 -0.352 2.644
N -3.614 0.293 4.124
H -2.909 0.868 0.002
H -2.604 1.998 1.363
H -3.768 2.415 0.117
H -5.207 -0.715 2.087
H -3.910 -0.931 0.921
H -3.381 -1.603 3.295
H -1.516 0.701 2.603
H -1.165 -0.810 3.409
H -1.540 -0.811 1.685
H -4.557 0.070 4.431
H -3.688 1.248 3.780
C -2.571 -3.202 -0.190
O -1.895 -4.330 -0.712
C -2.344 -4.762 -1.984
C -1.847 -3.923 -3.172
C -2.538 -2.569 -3.314
N -0.397 -3.710 -3.118
H -3.635 -3.213 -0.443
H -2.106 -2.276 -0.536
H -2.473 -3.229 0.896
H -1.943 -5.773 -2.100
H -3.438 -4.855 -1.991
H -2.071 -4.492 -4.079
H -2.150 -1.828 -2.616
H -2.377 -2.170 -4.315
H -3.615 -2.657 -3.158
H 0.068 -4.615 -3.144
H -0.175 -3.351 -2.192
C 5.638 -4.479 -4.831
O 4.463 -4.470 -4.042
C 3.777 -3.230 -4.002
C 2.932 -2.906 -5.244
C 3.750 -2.487 -6.463
N 2.064 -4.025 -5.618
H 6.180 -3.532 -4.763
H 5.407 -4.710 -5.872
H 6.281 -5.275 -4.454
H 3.096 -3.309 -3.150
H 4.476 -2.416 -3.770
H 2.293 -2.059 -4.980
H 4.197 -3.337 -6.978
H 3.109 -1.984 -7.188
H 4.548 -1.795 -6.185
H 1.436 -4.221 -4.843
H 2.648 -4.857 -5.678
C 1.265 0.404 8.126
O 1.953 -0.704 7.574
C 1.511 -1.105 6.289
C 2.003 -0.231 5.125
C 1.301 1.119 5.018
N 3.452 -0.010 5.186
H 0.203 0.391 7.868
H 1.721 1.343 7.808
H 1.361 0.344 9.210
H 1.920 -2.109 6.147
H 0.418 -1.207 6.277
H 1.784 -0.780 4.203
H 1.681 1.848 5.733
H 1.457 1.547 4.027
H 0.224 1.016 5.170
H 3.927 -0.907 5.133
H 3.670 0.328 6.120

---

Density functional theory data (ωB97M-V/def2-TZVPD) for a cluster of 5 separate species, C21H54N2O7 in total at a distorted geometry.

The value obtained for the HOMO-LUMO gap (spin up / spin down) is 8.21 / 3.27 eV. Its net charge is +1. The expectation value of S² is 0.75. Its spin multiplicity is 2. The calculation puts the energy relative to the best compared isomer or geometry (same formula, charge and spin) at 0.611 eV. The LUMO energy (spin up / spin down) comes out at -2.3 / -7.2 eV. As for the HOMO energy (spin up / spin down): -10.5 / -10.5 eV.

CARTESIAN COORDINATES (ANGSTROEM)
C 0.380 5.243 0.639
C 1.148 4.338 -0.349
C 1.842 3.101 0.175
O 0.125 3.792 -1.153
H 1.052 5.642 1.399
H -0.382 4.682 1.181
H -0.138 6.065 0.145
H 1.886 4.952 -0.865
H 1.184 2.533 0.833
H 2.593 3.336 0.929
H 2.185 2.452 -0.630
H -0.407 3.249 -0.567
C -1.573 -2.358 -1.453
C -0.214 -1.771 -0.786
C -0.625 -0.725 0.222
O 0.396 -2.829 -0.081
H -1.503 -3.423 -1.676
H -1.576 -1.932 -2.456
H -2.545 -2.189 -0.990
H 0.356 -1.259 -1.561
H -1.372 -0.034 -0.169
H 0.153 0.018 0.397
H -0.894 -1.002 1.242
H -0.172 -3.123 0.635
C -4.016 0.219 1.947
C -5.433 -0.273 2.297
C -5.919 -1.180 1.218
O -5.414 -0.914 3.554
H -3.809 0.712 0.997
H -3.188 -0.480 2.067
H -3.770 1.012 2.652
H -6.111 0.581 2.296
H -5.809 -0.989 0.151
H -6.958 -1.482 1.347
H -5.380 -2.127 1.182
H -5.306 -0.195 4.182
C 4.977 3.714 -1.982
O 4.531 3.612 -3.344
C 3.179 3.433 -3.544
C 2.592 2.012 -3.498
N 1.125 2.133 -3.522
C 0.365 0.847 -3.598
C 0.440 0.011 -4.892
O -0.689 -1.032 -4.944
C -0.952 -1.455 -6.253
H 6.046 3.916 -2.048
H 4.819 2.737 -1.526
H 4.627 4.521 -1.337
H 3.147 3.588 -4.622
H 2.629 4.162 -2.949
H 2.941 1.354 -2.703
H 2.917 1.634 -4.467
H 0.670 2.886 -3.026
H -0.703 1.053 -3.675
H 0.643 0.339 -2.674
H 1.417 -0.467 -4.960
H 0.534 0.609 -5.799
H -1.801 -2.046 -5.910
H -0.030 -1.948 -6.559
H -1.073 -0.677 -7.007
C 2.834 -1.358 1.580
O 2.748 -0.254 2.511
C 2.816 -0.554 3.946
C 1.500 -1.020 4.655
N 0.903 -2.183 3.951
C -0.255 -2.943 4.499
C -1.060 -3.987 3.591
O -1.100 -3.436 2.296
C -1.523 -4.471 1.443
H 3.657 -2.022 1.842
H 3.091 -0.953 0.602
H 1.881 -1.881 1.493
H 3.105 0.394 4.399
H 3.572 -1.326 4.094
H 0.803 -0.191 4.773
H 1.680 -1.305 5.692
H 0.495 -1.762 3.129
H -0.919 -2.186 4.917
H 0.189 -3.568 5.274
H -2.048 -4.279 3.946
H -0.515 -4.929 3.646
H -2.484 -4.832 1.811
H -0.907 -5.369 1.394
H -1.600 -4.168 0.399

---

Density functional theory data (ωB97M-V/def2-TZVPD) for a cluster of 5 separate species, C21H56BN2O20P4 in total at a distorted geometry.

The value obtained for the HOMO-LUMO gap is 6.08 eV. Its net charge is +1. The calculation puts the energy relative to the best compared isomer or geometry (same formula, charge and spin) at 9.085 eV. The LUMO energy comes out at -5.1 eV. As for the HOMO energy: -11.2 eV.

CARTESIAN COORDINATES (ANGSTROEM)
C -1.792 0.865 -0.088
C -1.540 1.695 -1.447
C 0.031 1.676 -1.844
O 0.595 0.595 -2.169
O 0.774 2.908 -1.861
C 1.595 2.853 -0.656
C 0.802 3.423 0.655
N 1.776 4.303 1.389
C 1.159 5.254 2.377
C 0.071 6.255 1.758
O 0.309 7.361 1.229
B 2.701 3.342 2.167
O 3.972 2.980 1.566
N 2.341 2.729 3.474
C 3.275 3.179 4.573
C 2.266 1.237 3.401
H -2.829 0.372 -0.111
H -1.038 0.017 0.071
H -1.769 1.613 0.793
H -2.179 1.299 -2.318
H -1.817 2.796 -1.245
H 2.012 1.798 -0.450
H 2.526 3.496 -0.896
H -0.120 3.958 0.252
H 0.441 2.546 1.317
H 2.395 4.867 0.767
H 2.016 5.920 2.780
H 0.689 4.754 3.287
H -1.032 5.921 1.801
H 3.887 2.069 1.174
H 2.783 2.889 5.565
H 3.345 4.322 4.486
H 4.331 2.742 4.470
H 1.581 0.864 2.545
H 1.817 0.773 4.360
H 3.292 0.730 3.238
C -1.496 -3.310 -2.100
O -2.778 -3.324 -2.707
P -4.160 -3.078 -1.711
O -3.450 -2.051 -0.831
O -3.971 -4.600 -1.109
C -4.179 -5.687 -2.005
O -5.615 -2.871 -0.822
C -5.684 -3.391 0.495
H -0.802 -3.827 -2.766
H -1.152 -2.280 -1.978
H -1.503 -3.825 -1.137
H -3.212 -6.095 -2.304
H -4.731 -5.376 -2.895
H -4.745 -6.463 -1.488
H -4.742 -3.267 1.031
H -5.957 -4.448 0.457
H -6.469 -2.856 1.033
C -5.090 -9.406 2.991
O -5.245 -8.363 3.943
P -4.678 -6.790 3.534
O -5.104 -6.921 2.074
O -3.128 -7.310 3.746
C -2.734 -7.663 5.067
O -4.145 -5.179 3.259
C -2.966 -4.974 2.500
H -5.152 -10.358 3.522
H -5.899 -9.367 2.259
H -4.121 -9.349 2.490
H -2.707 -8.750 5.154
H -3.419 -7.257 5.815
H -1.733 -7.269 5.252
H -2.888 -5.680 1.671
H -2.091 -5.060 3.149
H -2.992 -3.959 2.098
C -2.690 4.340 -4.815
O -2.835 5.368 -3.844
P -2.296 6.954 -4.245
O -2.755 6.837 -5.696
O -0.734 6.446 -4.078
C -0.308 6.080 -2.774
O -1.786 8.573 -4.511
C -0.627 8.803 -5.296
H -2.728 3.379 -4.296
H -3.517 4.380 -5.526
H -1.735 4.416 -5.338
H -0.269 4.993 -2.704
H -0.981 6.471 -2.006
H 0.694 6.481 -2.606
H -0.563 8.109 -6.136
H 0.264 8.717 -4.670
H -0.676 9.823 -5.682
C 7.511 -2.805 1.374
O 7.889 -1.523 0.888
P 6.714 -0.588 0.048
O 5.593 -1.075 0.965
O 6.878 -1.583 -1.253
C 8.117 -1.540 -1.957
O 5.576 0.392 -0.793
C 4.625 -0.242 -1.636
H 8.423 -3.384 1.537
H 6.993 -2.704 2.329
H 6.884 -3.336 0.655
H 8.709 -2.417 -1.692
H 8.683 -0.636 -1.722
H 7.913 -1.563 -3.028
H 4.266 -1.180 -1.209
H 5.066 -0.422 -2.618
H 3.778 0.436 -1.763

---

Density functional theory data (ωB97M-V/def2-TZVPD) for a cluster of 12 separate species, C21H56BN4O19 in total at a distorted geometry.

The value obtained for the HOMO-LUMO gap is 9.05 eV. Its net charge is -1. The calculation puts the energy relative to the best compared isomer or geometry (same formula, charge and spin) at 2.565 eV. The LUMO energy comes out at 1.7 eV. As for the HOMO energy: -7.4 eV.

CARTESIAN COORDINATES (ANGSTROEM)
O 0.645 0.638 2.412
C 0.096 0.115 1.417
O -0.542 0.655 0.398
B -1.167 -0.322 -0.533
O -0.957 -1.618 0.175
C -0.213 -1.418 1.237
O 0.178 -2.254 2.012
O -0.575 -0.260 -1.907
C -1.418 -0.421 -2.880
O -1.239 -0.655 -4.072
C -2.814 -0.186 -2.108
O -2.608 -0.053 -0.818
O -3.899 0.004 -2.634
O 2.298 0.831 9.128
H 1.780 1.006 8.342
H 2.535 -0.094 9.058
O 6.642 2.032 5.481
H 6.715 2.604 4.717
H 5.700 1.950 5.630
O 2.525 -3.835 8.523
H 1.740 -4.363 8.371
H 3.094 -4.032 7.780
O -1.635 5.168 -1.480
H -1.692 4.546 -0.755
H -1.931 5.998 -1.108
C 0.551 -3.632 -11.090
O 0.858 -4.129 -12.167
N -0.681 -3.538 -10.656
N 1.424 -3.114 -10.313
H -0.876 -3.259 -9.705
H -1.316 -4.192 -11.089
H 2.361 -3.057 -10.685
H 1.029 -2.590 -9.545
C -11.320 -1.650 -2.818
O -12.527 -1.832 -2.539
N -10.497 -0.899 -2.107
N -10.748 -2.161 -3.898
H -10.967 -0.587 -1.269
H -9.637 -0.512 -2.467
H -11.472 -2.520 -4.504
H -9.782 -2.025 -4.158
C 0.051 7.529 7.012
C 1.457 8.021 6.988
C 2.226 7.612 8.271
O 2.253 7.478 5.924
H 0.010 6.452 6.848
H -0.446 7.980 6.153
H -0.505 7.649 7.942
H 1.637 9.096 6.974
H 2.446 6.544 8.274
H 1.762 7.775 9.244
H 3.192 8.114 8.326
H 1.915 6.586 5.817
C 5.977 2.026 -6.780
C 5.631 2.411 -8.306
C 4.157 2.507 -8.698
O 6.334 3.553 -8.653
H 6.008 2.885 -6.109
H 6.951 1.537 -6.761
H 5.268 1.297 -6.389
H 5.946 1.505 -8.823
H 3.528 1.882 -8.064
H 4.159 2.328 -9.773
H 3.847 3.531 -8.489
H 7.267 3.466 -8.445
C 4.838 -4.336 -2.940
C 6.232 -4.652 -2.437
C 7.179 -3.451 -2.277
O 6.240 -5.357 -1.188
H 4.149 -5.176 -3.030
H 4.758 -3.890 -3.932
H 4.227 -3.801 -2.213
H 6.725 -5.224 -3.223
H 8.003 -3.629 -1.586
H 6.689 -2.593 -1.817
H 7.719 -3.145 -3.173
H 5.436 -5.881 -1.149
C -6.997 5.085 1.900
C -6.530 5.966 3.086
C -7.161 7.373 2.939
O -7.129 5.391 4.201
H -6.580 5.534 0.999
H -8.071 4.971 1.758
H -6.332 4.222 1.926
H -5.444 5.941 3.180
H -7.167 7.904 3.891
H -8.189 7.231 2.604
H -6.591 8.021 2.273
H -6.838 4.500 4.408
C 1.032 -9.405 4.164
C 0.063 -8.707 5.105
C -1.246 -8.349 4.311
O -0.121 -9.621 6.191
H 1.209 -8.562 3.495
H 0.644 -10.327 3.731
H 1.940 -9.653 4.713
H 0.555 -7.758 5.323
H -2.010 -7.840 4.898
H -1.592 -9.342 4.023
H -1.109 -7.785 3.389
H 0.738 -9.755 6.597

---

Number 1: electronic energy -1684.77582 Eh. Number 2: electronic energy -1976.01191 Eh. Number 3: electronic energy -1468.15116 Eh. Number 4: electronic energy -3837.60275 Eh. Number 5: electronic energy -2507.43945 Eh.